1.
This record from the Open Molecules 2025 dataset describes a 2-piece molecular cluster, C2H5F2N2P overall at a distorted geometry. The level of theory is wB97M-V/def2-TZVPD.

The total charge is 0. For the orbital gap (alpha / beta), the calculation gives 6.3 / 7.4 eV. The energy comes out at -19855.014 eV. The value obtained for the relative energy (zero: lowest compared OMol25 entry of this formula, charge and spin) is 118.9 kcal/mol.

XYZ file:
```
12
Properties=species:S:1:pos:R:3:forces:R:3
C 0.919502 -1.284203 1.993544 1.088 0.612 1.392
C -1.034279 0.288673 -1.234562 -0.228 -2.048 0.165
N 0.004469 -0.428951 2.037971 -1.658 -0.145 0.738
N -1.642213 0.234419 0.058649 -0.520 0.002 -1.776
F 0.127408 -2.852493 -0.078062 -0.641 0.909 0.681
F -2.645933 -0.204186 2.127216 1.121 -1.287 0.486
P -1.475098 -0.788479 1.199453 0.212 1.317 0.418
H 1.766067 -1.085592 2.700643 -0.356 -0.162 -1.006
H 0.828370 -2.127898 1.331236 0.158 -1.251 -0.683
H -1.366659 1.201536 -1.691739 0.079 0.336 -0.475
H -1.512417 -0.635448 -1.834078 1.520 1.920 1.032
H 0.071556 0.231409 -1.069024 -0.776 -0.204 -0.973
```
Positions in Å, forces in eV/Å.

Löwdin population analysis, charges in e, atoms 1 to 6:
1 C -0.07
2 C -0.16
3 N -0.10
4 N -0.19
5 F -0.55
6 F -0.22

=====

2.
This record from the Open Molecules 2025 dataset describes C10H12ClGdNP as an isolated structure at a distorted geometry. The level of theory is wB97M-V/def2-TZVPD.

The total charge is 0. For the orbital gap (alpha / beta), the calculation gives 4.5 / 4.1 eV. The energy comes out at -54693.973 eV. The multiplicity is 8. The value obtained for the relative energy (zero: lowest compared OMol25 entry of this formula, charge and spin) is 0.0 kcal/mol.

XYZ file:
```
26
Properties=species:S:1:pos:R:3:forces:R:3
C -1.395891 -2.279212 -0.660837 -0.811 2.910 0.336
C -2.279894 -3.034657 0.137765 -0.089 0.661 0.186
C -3.224996 -2.159413 0.751036 0.697 0.091 -0.616
C -2.958408 -0.821421 0.332023 0.346 -0.480 -0.075
C -1.845410 -0.817063 -0.528379 0.678 -2.899 -0.223
Gd 1.630622 -0.460305 -1.620801 -0.258 -2.547 0.559
P 0.282467 1.303702 -3.295871 -1.350 1.632 -1.684
H -0.576296 -2.639388 -1.292539 -0.280 -0.080 0.067
H -2.238675 -4.115548 0.266783 -0.031 0.287 -0.012
H -4.026469 -2.462883 1.421751 0.212 0.068 -0.174
H -1.414302 0.039467 -1.051780 -0.108 -0.072 0.129
H -3.523025 0.061637 0.629411 0.121 -0.240 -0.061
H -0.490941 2.424766 -2.824981 0.418 -0.599 -0.218
H -0.686931 0.755669 -4.216397 0.525 0.300 0.510
H 1.084769 2.006344 -4.269749 -0.445 -0.281 0.427
Cl 0.976456 0.414434 4.155260 -0.026 0.039 0.295
C 1.486487 0.757997 2.553335 -1.419 -0.704 -1.293
C 2.682188 1.453825 2.319580 1.069 0.542 -0.047
C 3.046445 1.767443 1.019462 0.062 0.044 0.030
C 2.242804 1.339320 -0.036723 0.752 0.515 0.476
N 1.151665 0.519810 0.210929 -0.716 0.369 0.022
C 0.706773 0.322670 1.494200 1.073 0.416 0.705
H 3.283327 1.755778 3.174413 -0.043 -0.033 -0.288
H 3.951534 2.330138 0.793881 -0.262 0.036 0.222
H 2.355312 1.759183 -1.062695 0.005 0.137 0.747
H -0.219613 -0.222293 1.600923 -0.120 -0.111 -0.022
```
Positions in Å, forces in eV/Å.

Löwdin population analysis, charges in e, atoms 1 to 6:
1 C -0.22
2 C -0.21
3 C -0.18
4 C -0.21
5 C -0.24
6 Gd 1.19

=====

3.
This record from the Open Molecules 2025 dataset describes one molecule with the formula C16H23N5O3S at a distorted geometry. The level of theory is wB97M-V/def2-TZVPD.

The total charge is 0. For the orbital gap, the calculation gives 8.1 eV. The energy comes out at -41387.250 eV. The value obtained for the relative energy (zero: lowest compared OMol25 entry of this formula, charge and spin) is 209.0 kcal/mol. Its SMILES is C=C1C(C)=NN/C(=C\[N+](=O)[O-])N1CCSCc1ccc(CN(C)C)o1.

XYZ file:
```
48
Properties=species:S:1:pos:R:3:forces:R:3
O 1.793837 4.739875 2.928477 -0.407 0.472 0.535
O 1.191775 2.769280 3.657944 0.056 0.613 -0.221
N 2.089646 -0.545468 1.710225 0.923 -0.054 -1.652
O -2.669448 0.202524 -0.643083 -0.133 -0.117 -0.366
S -0.756568 2.065830 -3.086873 0.477 -0.375 0.926
C 2.702813 -0.803232 0.571288 -1.904 1.401 1.322
C 3.823062 0.236291 -1.448559 -0.883 0.044 0.941
C -3.007576 -0.929187 -2.580748 -0.311 0.352 0.888
C -3.280466 -1.788843 -1.465520 0.452 -0.497 -0.081
C 2.874811 0.305056 -0.457122 2.649 -1.382 -0.916
C -2.696914 0.277018 -2.019038 0.125 -0.325 -1.478
C -3.017561 -1.090395 -0.325705 -1.170 -0.892 -1.107
C 1.789019 1.792966 1.047197 0.081 -0.692 1.838
C 1.675781 3.095601 1.466438 -0.348 -0.638 -1.853
N 1.647132 0.749467 1.954129 0.961 0.138 -0.840
N -2.000784 -2.143500 1.695206 -0.203 0.577 0.851
N 2.167884 1.487487 -0.258533 -1.431 0.436 0.249
N 1.508868 3.573039 2.753749 0.430 -1.056 0.338
C 3.033866 -2.244322 0.283123 -0.194 0.344 -0.750
C -2.488489 1.550950 -2.817049 -0.218 -0.454 0.867
C -1.216919 -3.199990 1.033166 -0.939 1.038 0.511
C -1.128491 -1.014175 2.151426 -1.211 -0.354 -0.890
C -3.255323 -1.686688 1.033298 1.712 0.867 0.502
C 0.002822 1.610031 -1.439849 -1.082 1.496 0.142
C 1.426185 2.073227 -1.398081 0.613 1.152 -0.831
H 4.060076 1.042907 -2.143290 -0.454 0.074 0.399
H 4.484584 -0.602645 -1.597872 -0.393 -0.418 0.200
H -3.111793 -1.137149 -3.642292 0.060 0.106 0.353
H -3.603595 -2.839967 -1.467511 0.215 0.706 -0.103
H 1.774953 3.820890 0.695010 0.208 0.720 0.023
H 1.564472 1.011278 2.951559 -0.087 -0.142 -0.916
H 2.266227 -2.680525 -0.424392 1.058 0.493 0.528
H 3.020191 -2.830525 1.188777 -0.167 0.016 0.367
H 4.056730 -2.294473 -0.110093 -0.376 -0.233 -0.279
H -3.028111 2.350747 -2.324494 -0.040 0.315 0.071
H -2.946942 1.415743 -3.817777 0.413 -0.023 0.619
H -1.817964 -4.101081 0.928969 0.017 -0.129 0.125
H -0.893355 -2.901907 0.042311 0.360 0.098 -0.474
H -0.359713 -3.363696 1.679236 0.134 -0.319 -0.122
H -0.410333 -1.375563 2.888345 0.121 0.011 -0.304
H -0.646232 -0.533754 1.278949 0.259 -0.172 0.359
H -1.729106 -0.220412 2.624166 0.001 -0.426 -0.076
H -3.954230 -2.511181 0.901838 0.211 -0.156 -0.041
H -3.746339 -0.963109 1.695714 0.188 -0.117 -0.013
H 0.010871 0.561096 -1.309971 -0.372 -1.247 0.031
H -0.542348 2.098164 -0.598959 0.054 -0.473 -0.645
H 1.889842 1.789973 -2.350580 0.339 -0.216 0.501
H 1.453153 3.182349 -1.433149 0.203 -0.563 0.472
```
Positions in Å, forces in eV/Å.

Löwdin population analysis, charges in e, atoms 1 to 6:
1 O 0.06
2 O 0.01
3 N 0.11
4 O 0.06
5 S 0.87
6 C -0.24

=====

4.
This record from the Open Molecules 2025 dataset describes a 3-piece molecular cluster, C24H23BrN2O7 overall at a distorted geometry. The level of theory is wB97M-V/def2-TZVPD.

The total charge is 0. For the orbital gap, the calculation gives 6.9 eV. The energy comes out at -112596.208 eV. Its SMILES is O=C(Cc1cnc2c(Br)cccc2n1)c1ccccc1.C[C@@H]1COC(=O)O1.C[C@@H]1COC(=O)O1.

XYZ file:
```
57
Properties=species:S:1:pos:R:3:forces:R:3
O 1.174624 -1.285408 2.693209 -2.408 -4.433 -6.574
C 0.769383 -2.016414 1.643453 0.524 2.457 3.730
C 1.817326 -2.860839 0.650312 -1.434 1.353 -0.688
C 1.156945 -2.698454 -0.877591 -0.667 -1.069 -1.316
C 1.131279 -1.193266 -1.494373 -1.720 -2.475 -2.822
N 0.535586 -0.896658 -2.841055 0.605 -5.132 3.599
C -0.042369 -2.109767 -3.512997 0.195 -0.028 0.305
C -0.769421 -1.865754 -4.992662 -0.615 -3.951 0.336
Br -0.827587 0.051183 -5.687068 0.066 -2.613 0.890
C -1.446971 -3.082054 -5.864533 2.262 0.701 4.445
C -1.383554 -4.594834 -5.190670 1.937 2.441 2.915
C -0.651070 -4.837846 -3.708353 -1.094 2.531 -2.744
C 0.037991 -3.587400 -2.837401 -1.247 -0.950 -1.596
N 0.624857 -3.956694 -1.503799 0.396 7.441 -2.147
C -0.824331 -2.099135 1.217826 -4.487 0.453 -0.924
C -1.636957 -3.507654 0.882620 -1.356 2.786 -0.474
C -3.212775 -3.556992 0.414996 1.356 3.547 0.586
C -4.119708 -2.180096 0.244467 5.291 0.054 1.711
C -3.342655 -0.763132 0.622853 1.428 -3.492 0.016
C -1.745415 -0.711646 1.095734 -1.755 -3.056 -0.696
H 2.832559 -2.278038 0.679686 -1.889 -1.378 0.092
H 1.884276 -3.981903 0.994645 -0.104 2.296 -0.831
H 1.583979 -0.308352 -0.859157 -1.155 -1.928 -1.629
H -1.967694 -2.820254 -6.883680 1.202 -0.696 2.319
H -1.877842 -5.514843 -5.758319 1.254 2.259 1.424
H -0.671751 -5.949932 -3.284052 0.177 2.835 -0.903
H -1.019756 -4.515327 0.955954 -1.576 2.314 -0.222
H -3.735445 -4.583589 0.169930 1.399 2.255 0.623
H -5.233389 -2.226623 -0.122336 2.524 0.167 0.866
H -3.992801 0.218530 0.536899 1.757 -2.118 0.262
H -1.279175 0.350260 1.324915 -0.969 -2.616 -0.538
C 3.819010 0.490040 3.357613 0.563 -0.164 -0.267
C 3.852996 1.957138 3.735221 -0.076 -1.404 0.212
C 2.518377 2.502453 4.144760 -0.471 -0.398 0.688
O 2.666266 3.885812 3.880091 0.632 0.481 -0.821
C 3.567309 3.979844 2.853740 0.472 2.084 -1.310
O 3.791270 5.003326 2.227072 -0.537 -2.308 1.401
O 4.178785 2.778580 2.624678 -0.336 1.236 -0.003
H 4.839539 0.094030 3.306230 -0.151 0.041 0.041
H 3.267013 -0.098773 4.096590 0.012 0.152 -0.143
H 3.373023 0.336421 2.369127 -0.170 0.146 0.300
H 4.607566 2.127596 4.511426 -0.124 0.084 0.041
H 2.308582 2.328560 5.203825 -0.002 0.211 -0.163
H 1.685996 2.121047 3.544751 0.153 -0.172 -0.029
C -2.678887 4.871194 0.300871 -0.120 0.001 0.637
C -1.291973 4.349011 -0.015224 -0.998 1.031 -0.017
C -1.085542 4.034061 -1.465911 -0.061 0.642 -0.613
O -0.038718 3.081383 -1.419350 0.156 -0.883 1.043
C -0.162644 2.442523 -0.214934 1.153 -1.627 0.209
O 0.441852 1.426616 0.089869 -1.233 2.199 -0.488
O -1.051582 3.091160 0.596524 0.905 -0.954 -0.415
H -2.693723 5.306379 1.306524 -0.038 -0.037 -0.201
H -2.982329 5.649189 -0.406330 0.124 -0.120 0.046
H -3.424692 4.069100 0.295380 0.192 0.059 -0.213
H -0.534136 5.050639 0.351283 0.022 -0.070 -0.134
H -0.785852 4.914556 -2.041049 0.104 -0.261 0.037
H -1.955645 3.571046 -1.942228 -0.071 0.076 0.148
```
Positions in Å, forces in eV/Å.

Löwdin population analysis, charges in e, atoms 1 to 6:
1 O -0.05
2 C -0.22
3 C -0.06
4 C -0.16
5 C 0.00
6 N 0.05

=====

Repeat the second record exactly.
This record from the Open Molecules 2025 dataset describes C10H12ClGdNP as an isolated structure at a distorted geometry. The level of theory is wB97M-V/def2-TZVPD.

The total charge is 0. For the orbital gap (alpha / beta), the calculation gives 4.5 / 4.1 eV. The energy comes out at -54693.973 eV. The multiplicity is 8. The value obtained for the relative energy (zero: lowest compared OMol25 entry of this formula, charge and spin) is 0.0 kcal/mol.

XYZ file:
```
26
Properties=species:S:1:pos:R:3:forces:R:3
C -1.395891 -2.279212 -0.660837 -0.811 2.910 0.336
C -2.279894 -3.034657 0.137765 -0.089 0.661 0.186
C -3.224996 -2.159413 0.751036 0.697 0.091 -0.616
C -2.958408 -0.821421 0.332023 0.346 -0.480 -0.075
C -1.845410 -0.817063 -0.528379 0.678 -2.899 -0.223
Gd 1.630622 -0.460305 -1.620801 -0.258 -2.547 0.559
P 0.282467 1.303702 -3.295871 -1.350 1.632 -1.684
H -0.576296 -2.639388 -1.292539 -0.280 -0.080 0.067
H -2.238675 -4.115548 0.266783 -0.031 0.287 -0.012
H -4.026469 -2.462883 1.421751 0.212 0.068 -0.174
H -1.414302 0.039467 -1.051780 -0.108 -0.072 0.129
H -3.523025 0.061637 0.629411 0.121 -0.240 -0.061
H -0.490941 2.424766 -2.824981 0.418 -0.599 -0.218
H -0.686931 0.755669 -4.216397 0.525 0.300 0.510
H 1.084769 2.006344 -4.269749 -0.445 -0.281 0.427
Cl 0.976456 0.414434 4.155260 -0.026 0.039 0.295
C 1.486487 0.757997 2.553335 -1.419 -0.704 -1.293
C 2.682188 1.453825 2.319580 1.069 0.542 -0.047
C 3.046445 1.767443 1.019462 0.062 0.044 0.030
C 2.242804 1.339320 -0.036723 0.752 0.515 0.476
N 1.151665 0.519810 0.210929 -0.716 0.369 0.022
C 0.706773 0.322670 1.494200 1.073 0.416 0.705
H 3.283327 1.755778 3.174413 -0.043 -0.033 -0.288
H 3.951534 2.330138 0.793881 -0.262 0.036 0.222
H 2.355312 1.759183 -1.062695 0.005 0.137 0.747
H -0.219613 -0.222293 1.600923 -0.120 -0.111 -0.022
```
Positions in Å, forces in eV/Å.

Löwdin population analysis, charges in e, atoms 1 to 6:
1 C -0.22
2 C -0.21
3 C -0.18
4 C -0.21
5 C -0.24
6 Gd 1.19

=====

> Which formula does entry 2 have?

C10H12ClGdNP

=====

> The highest energy belongs to which entry?

C2H5F2N2P

=====

> What is the energy in the fourth record?

-112596.208 eV